[1]
The following is a quantum chemistry calculation of C52H43BrN6OPTl as an isolated structure, from the OMol25 dataset.

Geometry as ORCA input:
```
! RIJCOSX wB97M-V def2-TZVPD def2/J DEFGRID3
* xyz 0 1
Tl -0.6655 -0.1204 -0.0681
C 1.6023 -2.2180 -1.6748
N 0.7689 -1.0943 -2.0904
C -0.0953 -1.5594 -3.1967
C -1.5022 -1.0325 -3.3542
C -1.9037 -0.6003 -4.6146
C -3.2155 -0.2159 -4.8141
C -4.0993 -0.2941 -3.7520
C -3.6169 -0.7574 -2.5396
N -2.3522 -1.1235 -2.3320
C 2.5075 0.7140 -1.4051
C 2.1430 2.1866 -1.2005
C 2.6033 3.1727 -2.0664
C 2.3061 4.4939 -1.7923
C 1.5543 4.8001 -0.6677
C 1.1295 3.7543 0.1316
N 1.4271 2.4831 -0.1216
C 1.1470 -3.0248 -0.4792
C 1.9021 -4.1428 -0.1216
C 1.5555 -4.8621 1.0028
C 0.4604 -4.4503 1.7489
C -0.2352 -3.3371 1.3177
N 0.0896 -2.6406 0.2254
H 2.6010 -1.8589 -1.4296
H 1.7504 -2.9156 -2.5116
H -0.2096 -2.6400 -3.0854
H 0.4183 -1.3914 -4.1492
H -1.1791 -0.5375 -5.4171
H -3.5398 0.1467 -5.7817
H -5.1350 0.0013 -3.8518
H -4.2837 -0.8455 -1.6924
H 3.5284 0.7290 -1.7976
H 2.0466 0.5909 0.6139
H 3.1734 2.9087 -2.9463
H 2.6612 5.2793 -2.4475
H 1.3163 5.8228 -0.4096
H 0.5347 3.9339 1.0208
H 2.7627 -4.4268 -0.7161
H 2.1332 -5.7274 1.3022
H 0.1630 -4.9714 2.6490
H -1.0849 -2.9659 1.8771
Br 2.1116 2.7619 -7.0836
C 1.1523 2.2989 -5.5019
C -0.0307 2.9585 -5.1811
C -0.6888 2.6288 -4.0164
C -0.1906 1.6670 -3.0951
O -0.8023 1.4155 -1.9990
C 0.9968 0.9927 -3.4735
C 1.6595 -0.0080 -2.5553
N 2.5279 0.0757 -0.1137
C 3.4508 -0.8212 0.3343
C 4.4732 -1.3525 -0.4268
C 5.3392 -2.3310 0.1024
C 5.2265 -2.7652 1.3906
C 4.2302 -2.2028 2.2260
C 4.0738 -2.5495 3.5860
C 3.0869 -1.9673 4.3274
C 2.2314 -1.0376 3.7039
N 2.3473 -0.6863 2.4489
C 3.3337 -1.2428 1.7071
C 1.6424 1.3161 -4.6648
H -0.4380 3.7048 -5.8515
H -1.6188 3.1198 -3.7554
H 2.4376 -0.4777 -3.1766
H 4.6156 -1.0168 -1.4470
H 6.1083 -2.7420 -0.5402
H 5.8892 -3.5239 1.7886
H 4.7515 -3.2731 4.0241
H 2.9552 -2.2029 5.3749
H 1.4237 -0.5756 4.2631
H 2.5580 0.7998 -4.9336
C -5.7129 -4.4496 1.8560
C -4.6348 -4.1599 1.0348
C -3.9977 -2.9305 1.1403
C -4.4292 -1.9772 2.0602
C -5.5002 -2.2900 2.8968
C -6.1413 -3.5143 2.7898
P -3.4820 -0.4046 2.0879
C -3.4045 -0.0199 3.8737
C -3.3258 1.3099 4.2886
C -3.0352 1.6214 5.6083
C -2.8086 0.6097 6.5307
C -2.8762 -0.7160 6.1269
C -3.1638 -1.0299 4.8064
C -4.6809 0.8413 1.4706
C -4.2501 1.6608 0.4276
C -5.0874 2.6376 -0.0970
C -6.3645 2.7997 0.4152
C -6.8055 1.9822 1.4498
C -5.9690 1.0120 1.9765
H -6.2176 -5.4038 1.7737
H -4.2834 -4.8901 0.3163
H -3.1529 -2.7046 0.5036
H -5.8269 -1.5826 3.6489
H -6.9787 -3.7415 3.4377
H -3.4879 2.1042 3.5688
H -2.9741 2.6577 5.9156
H -2.5753 0.8541 7.5590
H -2.6969 -1.5096 6.8416
H -3.1977 -2.0672 4.4957
H -3.2577 1.5325 0.0097
H -4.7379 3.2700 -0.9032
H -7.0184 3.5628 0.0128
H -7.8047 2.1066 1.8482
H -6.3228 0.3852 2.7845
*
```

Computed properties:
HOMO-LUMO gap = 0.2550 hartree
Total energy = -149636.180 eV
HOMO level = -6.650 eV
ΔE to the lowest compared entry with this formula, charge and spin = 0.0 kJ/mol
LUMO energy = 0.29 eV

[2]
The following is a quantum chemistry calculation of C52H43Cl3GeOPSeW as an isolated structure in a non-equilibrium geometry, from the OMol25 dataset.

Geometry as ORCA input:
```
! RIJCOSX wB97M-V def2-TZVPD def2/J DEFGRID3
* xyz 1 1
W 0.1619 -0.3290 -0.0672
Cl 5.0919 -0.0899 5.2033
C 4.1587 0.0099 3.7536
C 2.7783 -0.0509 3.8357
C 2.0787 0.0289 2.6556
Cl 0.3359 -0.1061 2.5891
C 2.6897 0.1830 1.4264
O 1.8951 0.2480 0.3248
C 4.0675 0.2186 1.3682
Cl 4.8444 0.3612 -0.1623
C 4.8065 0.1339 2.5358
H 2.2769 -0.1686 4.7884
H 5.8877 0.1579 2.4911
C -1.6820 -0.2096 -5.3115
C -0.2282 -0.6169 -5.1737
C 0.4074 -1.1378 -6.3014
C 1.7310 -1.5549 -6.2841
C 2.4815 -1.4416 -5.1224
C 1.8790 -0.9281 -3.9885
C 0.5382 -0.5292 -4.0052
P -0.1270 0.0733 -2.4468
C -1.7549 -0.7326 -2.1456
C -2.7407 -0.0049 -1.2493
C -4.2102 -0.2652 -1.5765
C -4.4151 -1.6900 -2.0227
C -3.4146 -2.4727 -2.4238
C -2.0349 -1.9855 -2.5713
C -1.0800 -2.9833 -3.1698
C -0.3138 1.8614 -2.6153
C -0.1366 2.5601 -3.8130
C -0.1745 3.9430 -3.8114
C -0.3695 4.6248 -2.6130
C -0.5184 3.9263 -1.4271
C -0.4849 2.5338 -1.4121
C -0.6249 1.7564 -0.1264
H -1.8200 0.3344 -6.2472
H -2.0383 0.4237 -4.5033
H -2.3272 -1.0932 -5.3466
H -0.1641 -1.2145 -7.2206
H 2.1782 -1.9636 -7.1833
H 3.5212 -1.7490 -5.1017
H 2.4532 -0.8342 -3.0711
H -2.5568 1.0586 -1.2244
H -4.4442 0.3973 -2.4235
H -5.4370 -2.0610 -2.0233
H -3.6113 -3.5006 -2.7211
H -1.3406 -3.9770 -2.7930
H -0.0419 -2.7971 -2.9208
H -1.1652 -3.0201 -4.2611
H 0.0482 2.0328 -4.7398
H -0.0393 4.4885 -4.7369
H -0.3886 5.7090 -2.6041
H -0.6501 4.4642 -0.4937
H -1.6108 1.9198 0.2893
H 0.0547 2.1905 0.6075
Se -2.2861 -0.6781 0.5896
C -5.1581 0.1381 -0.4540
C -5.4440 -0.7273 0.6025
C -6.3074 -0.3385 1.6185
C -6.9022 0.9197 1.5895
C -6.6312 1.7829 0.5371
C -5.7675 1.3889 -0.4794
H -4.9937 -1.7173 0.6209
H -6.5214 -1.0192 2.4348
H -7.5848 1.2197 2.3774
H -7.0950 2.7628 0.5048
H -5.5678 2.0640 -1.3066
C 0.3483 -2.2548 -0.0546
Ge -0.0517 -4.1801 -0.0878
C -1.8476 -4.6922 -0.5735
C -2.9549 -4.1912 0.1183
C -4.2411 -4.5954 -0.2220
C -4.4361 -5.5036 -1.2564
C -3.3421 -6.0195 -1.9418
C -2.0547 -5.6187 -1.5987
C 1.2691 -4.9633 -1.2808
C 1.3837 -6.3563 -1.3694
C 2.3399 -6.9403 -2.1917
C 3.2043 -6.1409 -2.9307
C 3.1149 -4.7571 -2.8420
C 2.1532 -4.1737 -2.0220
C 0.3267 -4.7136 1.7336
C 1.5394 -4.3444 2.3263
C 1.8258 -4.7097 3.6361
C 0.9007 -5.4518 4.3655
C -0.3027 -5.8297 3.7833
C -0.5914 -5.4586 2.4731
H 1.4412 -2.1667 0.1982
H -2.8189 -3.4877 0.9282
H -5.0937 -4.2071 0.3250
H -5.4398 -5.8175 -1.5215
H -3.4896 -6.7399 -2.7370
H -1.2090 -6.0256 -2.1452
H 0.7294 -6.9963 -0.7816
H 2.4145 -8.0196 -2.2516
H 3.9505 -6.5973 -3.5698
H 3.7963 -4.1324 -3.4081
H 2.1009 -3.0920 -1.9652
H 2.2830 -3.7869 1.7608
H 2.7712 -4.4259 4.0847
H 1.1216 -5.7386 5.3866
H -1.0184 -6.4141 4.3492
H -1.5374 -5.7535 2.0285
*
```

Computed properties:
HOMO-LUMO gap = 0.2318 hartree
Total energy = -227206.311 eV
HOMO level = -10.158 eV
LUMO energy = -3.85 eV

[3]
The following is a quantum chemistry calculation of C52H44ClIMgN3O2PS2 as an isolated structure, from the OMol25 dataset.

Geometry as ORCA input:
```
! RIJCOSX wB97M-V def2-TZVPD def2/J DEFGRID3
* xyz 0 1
Mg 1.4570 -1.6509 0.7674
C -0.1473 -2.6045 4.0366
C 1.2691 -2.1446 3.9811
N 1.9966 -2.0625 2.9068
C 3.2531 -1.5600 3.1842
C 3.4811 -1.2739 4.4884
S 2.0904 -1.6457 5.4059
C 4.1667 -1.3198 2.0636
C 5.5161 -1.2115 2.1123
S 6.1194 -0.8564 0.5554
C 4.5328 -0.8959 -0.0856
N 3.6186 -1.1525 0.8063
C 4.2480 -0.6354 -1.5233
H -0.5965 -2.5691 3.0453
H -0.7269 -1.9749 4.7115
H -0.1957 -3.6366 4.3842
H 4.3622 -0.8473 4.9346
H 6.1690 -1.3255 2.9594
H 5.1661 -0.5789 -2.1049
H 3.7062 0.3072 -1.6264
H 3.6118 -1.4259 -1.9208
I 0.6417 -0.3698 -2.8273
C 1.4917 1.2733 -3.8378
C 1.6228 1.0192 -5.1766
C 2.0338 2.0134 -6.0851
C 2.2647 3.2669 -5.6229
C 2.1471 3.5679 -4.2427
C 2.3840 4.9024 -3.8420
C 2.3041 5.2621 -2.5330
C 2.0278 4.2738 -1.5782
C 1.8149 2.9543 -1.8979
P 1.6029 1.8180 -0.4282
C 0.1413 2.6624 0.2909
C 0.1444 3.5264 1.3789
C -1.0448 4.0731 1.8429
C -2.2485 3.7646 1.2269
C -2.2593 2.9054 0.1375
C -1.0735 2.3556 -0.3232
C 3.0398 2.2923 0.6118
C 3.0335 1.9931 1.9766
C 4.1781 2.1560 2.7438
C 5.3612 2.5880 2.1619
C 5.3912 2.8514 0.7997
C 4.2434 2.7066 0.0338
C 1.8070 2.5627 -3.2806
H 1.3758 0.0367 -5.5523
H 2.1270 1.7758 -7.1358
H 2.5397 4.0670 -6.2986
H 2.6201 5.6317 -4.6068
H 2.4685 6.2852 -2.2227
H 2.0105 4.5640 -0.5345
H 1.0731 3.7830 1.8727
H -1.0290 4.7400 2.6958
H -3.1746 4.1796 1.6026
H -3.1951 2.6425 -0.3396
H -1.0928 1.6670 -1.1626
H 2.1319 1.6019 2.4326
H 4.1432 1.9328 3.8034
H 6.2531 2.7131 2.7619
H 6.3101 3.1778 0.3296
H 4.2870 2.9287 -1.0247
Cl 0.3894 -5.2885 1.7722
C -0.4542 -4.7144 0.3406
C -1.7931 -5.0409 0.2150
C -2.4913 -4.6729 -0.9230
C -1.8008 -4.0232 -1.9389
C -0.4638 -3.7020 -1.7871
C 0.2634 -3.9891 -0.6175
C 1.6282 -3.4887 -0.4043
H -2.2805 -5.5888 1.0106
H -3.5422 -4.9078 -1.0225
H -2.3090 -3.7754 -2.8627
H 0.0638 -3.2285 -2.6074
H 2.1188 -3.3158 -1.3664
H 2.2303 -4.1922 0.1751
C -5.9066 -2.0566 -3.4507
C -5.6044 -2.0961 -1.9746
C -6.3834 -2.8857 -1.1360
C -6.1206 -2.9480 0.2242
C -5.0652 -2.2323 0.7592
C -4.2809 -1.4357 -0.0688
N -3.1434 -0.7571 0.4095
C -2.9918 -0.1513 1.6314
C -4.1027 0.3046 2.3578
C -3.9440 0.9742 3.5535
C -2.6771 1.2341 4.0702
C -1.5766 0.8145 3.3501
C -1.7066 0.1205 2.1486
C -0.4610 -0.3242 1.4758
O 0.6586 0.0574 1.9072
O -0.4958 -1.1566 0.5099
C -4.5558 -1.3425 -1.4380
C -3.7133 -0.4382 -2.2984
H -6.6792 -2.7823 -3.7004
H -5.0227 -2.2839 -4.0484
H -6.2614 -1.0712 -3.7606
H -7.1983 -3.4626 -1.5556
H -6.7264 -3.5735 0.8667
H -4.8231 -2.3167 1.8100
H -2.2695 -0.9947 -0.0500
H -5.0934 0.1472 1.9542
H -4.8240 1.3165 4.0846
H -2.5571 1.7657 5.0039
H -0.5734 1.0212 3.7005
H -3.4524 0.4696 -1.7535
H -4.2306 -0.1544 -3.2123
H -2.7726 -0.9150 -2.5857
*
```

Computed properties:
HOMO-LUMO gap = 0.2499 hartree
Total energy = -120236.424 eV
HOMO level = -6.694 eV
ΔE to the lowest compared entry with this formula, charge and spin = 0.0 kJ/mol
LUMO energy = 0.11 eV

[4]
The following is a quantum chemistry calculation of C52H44N4O4W as an isolated structure, from the OMol25 dataset.

Geometry as ORCA input:
```
! RIJCOSX wB97M-V def2-TZVPD def2/J DEFGRID3
* xyz 2 1
W -0.0682 0.0369 -0.1749
C -6.9012 -3.4723 -1.3532
C -6.2854 -2.5947 -2.2341
C -5.0684 -2.0191 -1.9010
C -4.4591 -2.3205 -0.6864
C -5.0799 -3.2005 0.1935
C -6.2988 -3.7725 -0.1405
C -3.1510 -1.7023 -0.3315
C -1.9844 -2.4026 -0.5847
C -1.9865 -3.7382 -1.0772
C -0.7044 -4.1708 -1.0355
C 0.0843 -3.0864 -0.5549
N -0.6979 -1.9688 -0.3000
C 1.4401 -3.1912 -0.3157
C 2.1792 -2.1381 0.2004
C 3.5786 -2.2391 0.4326
C 3.9759 -1.0628 0.9783
C 2.8147 -0.2552 1.0891
C 2.7986 0.9365 1.7844
C 4.0737 1.4803 2.3239
C 4.3510 1.4316 3.6865
C 5.5484 1.9374 4.1702
C 6.4725 2.4963 3.2993
C 6.2024 2.5426 1.9390
C 5.0087 2.0317 1.4523
C 1.6144 1.6028 2.0276
N 0.3612 1.2887 1.5023
C -0.4421 2.3129 1.9770
C -1.8095 2.4173 1.8100
C -2.5222 3.6216 2.3184
C -2.8436 3.7435 3.6657
C -3.5171 4.8676 4.1212
C -3.8721 5.8749 3.2365
C -3.5537 5.7586 1.8905
C -2.8825 4.6343 1.4335
C -2.5348 1.3907 1.2468
C -3.9615 1.3712 1.2449
C -4.3329 0.2052 0.6721
C -3.1345 -0.4822 0.3145
N -2.0080 0.2435 0.6686
C 0.2997 3.2591 2.7420
C 1.5706 2.8040 2.7941
N 1.7000 -0.8779 0.5528
C 2.1285 -4.4756 -0.6162
C 2.5775 -5.2827 0.4255
C 3.2198 -6.4805 0.1493
C 3.4255 -6.8750 -1.1647
C 2.9797 -6.0737 -2.2061
C 2.3277 -4.8807 -1.9331
H -7.8508 -3.9206 -1.6109
H -6.7543 -2.3579 -3.1796
H -4.5934 -1.3268 -2.5869
H -4.6094 -3.4367 1.1403
H -6.7781 -4.4547 0.5485
H -2.8715 -4.2810 -1.3620
H -0.3195 -5.1468 -1.2755
H 4.1705 -3.1146 0.2283
H 4.9550 -0.7830 1.3281
H 3.6324 0.9908 4.3668
H 5.7615 1.8917 5.2295
H 7.4045 2.8909 3.6800
H 6.9231 2.9746 1.2579
H 4.8013 2.0532 0.3885
H -2.5713 2.9554 4.3574
H -3.7669 4.9550 5.1698
H -4.3979 6.7491 3.5949
H -3.8286 6.5433 1.1987
H -2.6320 4.5467 0.3819
H -4.5836 2.1448 1.6623
H -5.3252 -0.1837 0.5179
H -0.1210 4.1368 3.2011
H 2.4173 3.2353 3.2989
H 2.4164 -4.9758 1.4517
H 3.5587 -7.1076 0.9626
H 3.9291 -7.8079 -1.3773
H 3.1366 -6.3794 -3.2315
H 1.9678 -4.2653 -2.7503
C -1.5874 -0.0116 -3.0744
C -0.1797 -0.1945 -3.5670
O 0.5353 -0.7043 -2.4371
C 1.9048 -1.0180 -2.7739
C 2.7688 0.2375 -2.7045
O 2.2373 1.0269 -1.6569
C 2.4379 2.4193 -1.8174
C 1.4753 3.0814 -0.8532
O 0.1980 2.4268 -0.9249
C -0.6230 2.9321 -1.9763
C -1.8912 2.1238 -1.9124
O -1.5184 0.7369 -1.8514
H -2.2168 0.5080 -3.7950
H -2.0320 -0.9772 -2.8301
H -0.1342 -0.9199 -4.3816
H 0.2617 0.7504 -3.8998
H 2.2393 -1.7718 -2.0748
H 1.9280 -1.4480 -3.7765
H 3.8079 -0.0345 -2.4996
H 2.7416 0.7941 -3.6470
H 3.4682 2.7075 -1.5895
H 2.2293 2.7077 -2.8545
H 1.8183 2.9863 0.1725
H 1.3537 4.1420 -1.0798
H -0.8226 3.9935 -1.8096
H -0.1229 2.8150 -2.9430
H -2.4410 2.3355 -0.9979
H -2.5396 2.3031 -2.7686
*
```

Computed properties:
HOMO-LUMO gap (alpha / beta) = 0.2199 / 0.2199 hartree
Total energy = -70601.141 eV
HOMO level (alpha / beta) = -12.277 / -12.276 eV
ΔE to the lowest compared entry with this formula, charge and spin = 16.8 kJ/mol
LUMO energy (alpha / beta) = -6.29 / -6.29 eV